C26H40FN5NbO2 | ωB97M-V/def2-TZVPD

For the LUMO energy, the calculation gives 0.0839 Eh. For the HOMO energy, the calculation gives -5.0 eV. The energy is -43420.2320 eV. Its molar mass is 566.54 g mol⁻¹. As for the net charge: -1.

CARTESIAN COORDINATES (ANGSTROEM)
C (-5.207, 3.939, 1.995)
C (-3.867, 3.251, 2.073)
O (-3.579, 2.423, 2.901)
O (-2.937, 3.793, 1.239)
C (-2.648, 3.084, 0.007)
C (-1.382, 2.253, 0.064)
C (-1.222, 1.433, -1.227)
C (0.198, 0.905, -1.486)
Nb (0.203, -0.327, -3.383)
F (-1.418, 0.187, -4.124)
H (-5.122, 4.931, 2.463)
H (-5.983, 3.367, 2.513)
H (-5.502, 4.111, 0.951)
H (-2.591, 3.895, -0.731)
H (-3.519, 2.459, -0.266)
H (-0.510, 2.918, 0.189)
H (-1.399, 1.605, 0.953)
H (-1.969, 0.615, -1.195)
H (-1.543, 2.049, -2.090)
H (0.584, 0.418, -0.578)
H (0.870, 1.756, -1.710)
H (-0.412, -1.680, -2.261)
H (0.496, -1.783, -4.480)
H (1.285, 0.827, -4.385)
H (1.823, -0.884, -2.820)
N (4.789, -1.979, -1.071)
C (3.608, -2.621, -1.328)
C (3.796, -3.435, -2.410)
C (5.148, -3.281, -2.823)
C (5.734, -2.374, -1.980)
H (4.943, -1.313, -0.336)
H (2.719, -2.438, -0.751)
H (3.034, -4.035, -2.877)
H (5.626, -3.763, -3.660)
H (6.732, -1.971, -1.957)
N (-5.875, 4.597, -4.394)
C (-5.338, 3.398, -4.005)
C (-4.287, 3.115, -4.836)
C (-4.186, 4.189, -5.764)
C (-5.178, 5.085, -5.466)
H (-6.658, 5.048, -3.959)
H (-5.744, 2.845, -3.175)
H (-3.660, 2.241, -4.778)
H (-3.461, 4.288, -6.554)
H (-5.441, 6.025, -5.922)
N (2.348, -0.297, 0.946)
C (2.442, -1.143, 2.013)
C (2.095, -0.436, 3.136)
C (1.771, 0.886, 2.721)
C (1.936, 0.937, 1.361)
H (2.524, -0.541, -0.016)
H (2.747, -2.167, 1.887)
H (2.070, -0.825, 4.141)
H (1.438, 1.699, 3.345)
H (1.778, 1.735, 0.655)
N (-2.132, -2.958, 2.461)
C (-1.295, -2.737, 1.398)
C (-1.538, -1.478, 0.922)
C (-2.565, -0.914, 1.732)
C (-2.909, -1.849, 2.670)
H (-2.171, -3.804, 2.999)
H (-0.605, -3.490, 1.059)
H (-1.023, -1.029, 0.087)
H (-2.987, 0.075, 1.656)
H (-3.631, -1.815, 3.468)
N (4.597, -3.599, 5.540)
C (3.722, -3.690, 4.492)
C (4.430, -4.087, 3.391)
C (5.787, -4.239, 3.790)
C (5.858, -3.929, 5.122)
H (4.351, -3.320, 6.472)
H (2.677, -3.460, 4.615)
H (4.029, -4.248, 2.403)
H (6.614, -4.534, 3.165)
H (6.694, -3.912, 5.800)

Atomic forces in eV per Å
-0.4 0.1 -0.2
0.6 0.0 0.8
-0.4 0.2 -0.6
-0.2 0.0 0.1
-0.3 0.2 -0.2
0.3 0.2 0.1
-0.4 0.1 -0.2
0.0 -0.8 0.3
0.4 0.7 0.3
-1.6 0.6 -0.9
0.1 -0.3 -0.1
0.3 0.1 -0.1
0.1 -0.1 0.2
0.2 -0.4 0.0
0.3 0.1 0.1
-0.3 -0.1 0.0
0.0 0.1 -0.3
0.3 0.1 0.0
0.1 -0.1 0.3
-0.3 0.2 -0.5
-0.1 -0.2 -0.1
0.6 0.0 -0.1
0.0 0.0 0.7
0.3 -0.4 0.1
0.3 0.0 0.1
0.0 0.0 0.1
0.1 -0.1 0.0
0.1 0.0 0.0
0.0 0.0 0.0
0.0 0.0 0.0
0.0 0.0 0.0
0.0 0.0 -0.1
0.0 0.0 0.0
0.0 0.0 0.0
0.0 0.0 0.0
0.0 0.0 0.0
0.0 0.0 0.0
0.0 0.0 0.0
0.0 0.0 0.0
0.0 0.0 0.0
0.0 0.0 0.0
0.0 0.0 0.0
0.0 0.0 0.0
0.0 0.0 0.0
0.0 0.0 0.0
0.1 0.0 -0.2
0.0 0.1 0.0
0.0 0.0 0.0
0.0 0.0 0.0
0.1 0.0 0.3
-0.2 0.0 -0.1
0.0 0.0 0.0
0.0 0.0 0.0
0.0 0.0 0.0
0.0 0.0 0.1
0.0 0.0 0.0
0.0 0.0 0.0
0.0 0.0 0.1
0.1 0.0 0.0
0.0 0.0 0.0
0.0 0.0 0.0
0.0 0.0 0.0
-0.1 0.0 0.0
0.0 0.0 0.0
0.0 0.0 0.0
0.0 0.0 0.1
0.0 0.0 0.0
0.0 0.0 0.0
0.0 0.0 0.0
0.0 0.0 0.0
0.0 0.0 0.0
0.0 0.0 0.0
0.0 0.0 0.0
0.0 0.0 0.0
0.0 0.0 0.0

Atom charges from the Mulliken analysis, given in e for atoms 1 to 2:
1. C -0.989
2. C 0.727

---

C15H19N3O5 | ωB97M-V/def2-TZVPD

For the LUMO energy, the calculation gives 0.0043 Eh. For the HOMO energy, the calculation gives -8.9 eV. The energy is -30572.9447 eV. Its molar mass is 321.33 g mol⁻¹. The calculation puts the energy above the lowest of the compared OMol25 structures with the same formula, charge and spin at 0.0 kcal/mol. Its SMILES is CCCCC(=O)NNC(=O)CC(=O)Nc1ccccc1C(=O)O.

CARTESIAN COORDINATES (ANGSTROEM)
C (-6.413, 0.066, -1.127)
C (-5.188, -0.194, -1.997)
C (-3.897, -0.334, -1.190)
C (-3.466, 0.980, -0.527)
C (-2.153, 0.758, 0.187)
O (-1.062, 0.995, -0.275)
N (-2.307, 0.274, 1.464)
N (-1.191, -0.242, 2.124)
C (-0.609, -1.366, 1.609)
O (-1.167, -2.117, 0.847)
C (0.792, -1.607, 2.165)
C (1.642, -0.376, 1.886)
O (1.410, 0.679, 2.448)
N (2.616, -0.589, 0.973)
C (3.519, 0.315, 0.432)
C (3.504, 1.670, 0.763)
C (4.414, 2.541, 0.201)
C (5.364, 2.087, -0.704)
C (5.391, 0.752, -1.046)
C (4.481, -0.152, -0.492)
C (4.548, -1.564, -0.889)
O (3.836, -2.456, -0.461)
O (5.493, -1.832, -1.796)
H (-7.313, 0.076, -1.739)
H (-6.520, -0.714, -0.377)
H (-6.341, 1.026, -0.622)
H (-5.077, 0.617, -2.720)
H (-5.344, -1.118, -2.557)
H (-4.027, -1.108, -0.430)
H (-3.095, -0.662, -1.854)
H (-3.318, 1.742, -1.292)
H (-4.220, 1.321, 0.182)
H (-3.187, -0.152, 1.726)
H (-0.558, 0.461, 2.508)
H (1.197, -2.512, 1.716)
H (0.710, -1.730, 3.246)
H (2.721, -1.530, 0.588)
H (2.766, 2.028, 1.461)
H (4.383, 3.586, 0.471)
H (6.074, 2.772, -1.140)
H (6.120, 0.384, -1.750)
H (5.474, -2.777, -2.013)

Atomic forces in eV per Å
0.1 0.0 -0.2
0.0 -0.1 0.2
-0.1 0.2 -0.2
0.1 -0.3 -0.1
-0.2 0.3 0.0
0.2 0.0 -0.2
0.2 -0.4 0.7
-0.5 0.7 0.0
0.0 -0.2 0.1
0.0 -0.1 -0.1
-0.1 0.1 -0.2
0.0 -0.3 0.2
0.1 0.2 0.1
0.0 -0.5 -0.2
0.3 0.2 -0.2
-0.2 0.1 0.1
0.1 -0.2 -0.1
0.1 0.1 0.0
-0.1 -0.1 0.1
0.0 0.3 0.0
-0.2 -0.5 0.1
0.0 0.0 -0.1
0.3 0.1 -0.3
-0.1 0.0 0.0
0.0 -0.1 0.1
-0.1 0.1 0.1
0.0 0.0 -0.1
0.0 0.0 -0.1
0.1 -0.1 0.0
0.0 -0.1 0.1
0.0 0.0 0.1
0.0 0.1 0.0
0.2 0.1 -0.1
-0.2 -0.2 -0.1
-0.1 0.0 0.0
0.1 0.0 0.0
-0.1 0.2 0.2
0.0 0.0 0.0
0.0 0.1 0.0
0.1 0.0 0.0
0.0 0.0 0.0
-0.2 0.1 0.2

Atom charges from the Mulliken analysis, given in e for atoms 1 to 2:
1. C -1.149
2. C -0.476

---

C4H6 | ωB97M-V/def2-TZVPD

For the LUMO energy (alpha / beta), the calculation gives 0.1888 / 0.1738 Eh. For the HOMO energy (alpha / beta), the calculation gives -0.1 / -2.2 eV. The energy is -4239.9546 eV. Its molar mass is 54.09 g mol⁻¹. The calculation puts the energy above the lowest of the compared OMol25 structures with the same formula, charge and spin at 61.5 kcal/mol. The multiplicity is 2. As for the net charge: -1.

CARTESIAN COORDINATES (ANGSTROEM)
C (1.342, -0.172, -0.128)
C (0.149, 0.727, -0.314)
C (-0.890, 0.843, 0.565)
C (-1.521, -0.212, -0.172)
H (1.598, -0.404, 0.928)
H (2.252, 0.281, -0.545)
H (1.229, -1.132, -0.640)
H (-0.823, 1.199, 1.607)
H (-2.143, 0.117, -1.012)
H (-1.193, -1.247, -0.288)

Atomic forces in eV per Å
0.8 0.0 0.1
-1.7 -1.1 -0.9
1.3 1.6 2.3
0.7 0.4 -2.1
-0.2 0.0 0.0
-0.1 0.0 -0.1
-0.1 0.0 0.0
-0.6 -0.4 0.0
-0.1 -0.4 0.1
-0.1 0.0 0.6

Atom charges from the Mulliken analysis, given in e for atoms 1 to 2:
1. C -0.936
2. C -0.530

---

In eV/A, the F_max values for the records above are, in order, 1.963 0.797 3.037.